The following is a quantum chemistry calculation of C4H7N3 in the gas phase, from the Open Molecules 2025 dataset.

Its SMILES is [H]/N=C/C(=C)/C(N)=N\[H]. The calculation puts the frontier orbital gap at 8.78 eV. For the HOMO energy, the calculation gives -8.673 eV. The largest force on an atom is 0.0407 hartree/bohr. For the electronic energy, the calculation gives -320.845694 Ha.

Last column: Löwdin charge in e.
Cartesian coordinates (Å):
H  -1.5723  -2.5900  0.3591  0.07
N  -0.9148  -1.8744  0.0671  0.09
C  -1.2805  -0.6687  0.2373  -0.18
C  -0.3828  0.4467  -0.0152  -0.23
C  -0.8402  1.6696  -0.2945  0.09
C  1.1290  0.1835  0.0006  -0.51
N  1.4891  -0.9849  -0.5740  0.10
N  1.9639  0.9427  0.5838  0.10
H  1.5572  1.7615  1.0217  0.03
H  -2.2845  -0.3797  0.5739  0.12
H  -1.8926  1.8859  -0.3918  0.07
H  -0.1639  2.4956  -0.4503  0.07
H  0.7116  -1.7276  -0.5217  0.08
H  2.4808  -1.1601  -0.5960  0.09